DFT (ωB97M-V with the def2-TZVPD basis set) results for the ion C11H17N2O2 with charge +1.

* structure (SMILES): CC(C)[C@@H](O)C(=[NH2+])Oc1ccccc1N
* total energy: -689.03062 a.u.
* charge: +1

Positions of all 32 atoms, in Å:
1 C -1.41 1.29 1.48
2 C -1.25 0.08 2.37
3 C -1.16 0.45 3.84
4 C 0.17 -0.61 2.08
5 O 0.36 -1.83 2.69
6 C 0.37 -0.67 0.53
7 N 0.30 -1.89 0.05
8 O 0.58 0.37 -0.13
9 C 0.78 0.43 -1.53
10 C 1.75 1.36 -1.87
11 C 2.10 1.46 -3.20
12 C 1.49 0.62 -4.10
13 C 0.31 -0.10 -3.81
14 C -0.06 -0.27 -2.45
15 N -1.02 -1.14 -2.05
16 H -2.38 1.62 1.75
17 H -0.78 1.99 1.83
18 H -1.39 1.21 0.44
19 H -2.00 -0.72 1.97
20 H -1.31 -0.43 4.50
21 H -2.01 0.98 4.17
22 H -0.37 1.15 4.11
23 H 1.06 0.20 2.26
24 H 0.70 -1.78 3.63
25 H 0.44 -2.67 0.71
26 H 0.64 -2.11 -0.90
27 H 2.18 1.92 -1.18
28 H 2.93 2.06 -3.65
29 H 1.77 0.64 -5.19
30 H -0.19 -0.59 -4.49
31 H -1.28 -1.30 -1.10
32 H -1.33 -1.71 -2.76